44
Properties=species:S:1:pos:R:3:forces:R:3:nbo_charge:R:1 method="wB97M-V/def2-TZVPD" total_charge=+1 orbital_gap_ev=1.45 total_energy_ha=-5028.13786 e_homo_ev=-13.30
Al 1.11262 -4.65138 1.82676 0.0 0.0 0.0 0.9998
As -5.94440 -2.10996 1.19487 -0.6 -1.0 -1.1 2.7790
F -6.10811 -3.13186 -0.31619 0.2 1.1 1.2 -0.5209
F -4.26717 -2.88070 1.30153 -1.4 1.2 0.1 -0.5799
F -5.78491 -1.10793 2.63215 0.1 -0.9 -1.0 -0.5922
F -7.65013 -1.58139 0.89038 2.1 -0.3 0.4 -0.5569
F -6.53460 -3.49060 2.12054 0.5 1.3 -0.5 -0.5982
F -5.27195 -0.76907 0.21598 -0.6 -1.3 0.9 -0.6135
P 5.91905 -1.01133 5.52519 -0.2 0.3 -0.7 2.5795
F 6.29323 -2.42091 6.14559 -0.2 0.0 0.9 -0.5266
F 5.23075 -0.46905 6.88276 -0.9 -0.9 -0.4 -0.5145
F 7.23696 -0.28384 6.05520 0.8 -0.3 -0.2 -0.5011
F 5.50146 0.38782 4.79527 -0.1 -0.3 -0.2 -0.5134
F 6.68884 -1.52581 4.19742 0.0 0.7 -0.4 -0.5097
F 4.52720 -1.68029 4.88009 0.4 0.6 0.9 -0.5342
C -0.83280 2.05867 2.53900 -1.6 -1.1 -1.6 0.4905
O -0.37203 0.97239 2.72516 0.6 -1.1 0.5 -0.3670
N -0.41479 3.16168 3.17282 1.7 0.2 1.0 -0.1258
C -0.72321 4.38875 2.51991 -1.0 0.6 1.5 -0.4457
C 0.48141 3.10253 4.33068 -0.4 0.9 -0.7 -0.4445
H -1.62338 2.27729 1.80457 0.1 -0.3 -0.1 0.1625
H 0.05206 4.78601 1.86476 0.4 -0.1 0.0 0.2828
H -0.88317 5.03413 3.38361 0.1 0.9 -0.3 0.2600
H -1.66879 4.30321 1.98451 0.2 -0.1 -0.2 0.2584
H 0.91062 2.13828 4.60288 -0.1 0.0 -0.8 0.2936
H 1.17685 3.92339 4.15555 0.5 -0.2 0.3 0.2605
H -0.08228 3.42184 5.20726 -0.4 0.2 0.3 0.2851
C -2.03578 -1.30189 -4.91251 -1.6 1.6 0.5 -0.2560
O -0.77445 -1.34658 -5.47907 2.5 -0.9 0.2 -0.7502
P 0.52289 -1.30306 -4.53688 1.6 -1.0 -1.3 2.5577
O 0.31112 -1.66452 -3.12401 0.0 0.1 -0.7 -1.0233
O 1.62371 -2.22225 -5.34499 -2.1 1.1 2.4 -0.7654
C 1.93761 -1.99292 -6.67988 0.3 0.8 -2.3 -0.2607
O 1.10625 0.16450 -4.76387 0.4 0.1 0.3 -0.7679
C 0.50680 1.31226 -4.15195 -1.6 0.1 0.0 -0.2548
H -2.60767 -2.22734 -4.98036 0.3 0.0 -0.1 0.2200
H -2.49247 -0.49269 -5.48236 -0.8 -0.3 -0.1 0.2047
H -1.99984 -0.92540 -3.89022 0.0 -0.5 0.2 0.1950
H 1.54290 -1.06095 -7.08452 0.1 0.4 0.4 0.1876
H 1.52397 -2.70958 -7.38939 -0.1 -0.6 0.5 0.1987
H 3.01675 -1.97582 -6.83241 0.0 -0.1 0.3 0.2039
H 1.10673 1.91705 -3.47192 0.8 -0.6 -0.3 0.2103
H -0.37612 1.01595 -3.58560 0.0 -0.2 0.2 0.1842
H 0.11826 1.97138 -4.92828 0.3 0.0 -0.3 0.2090